[1]
68
Properties=species:S:1:pos:R:3:nbo_charge:R:1 method="wB97M-V/def2-TZVPD" lumo_ev=1.01 homo_energy_ev=-2.86 total_charge=-1
C -4.893 1.806 0.499 -0.6384
C -4.522 3.285 -0.115 -0.4068
C -3.126 3.926 0.520 -0.4133
C -1.849 3.765 -0.514 -0.4099
C -1.059 2.311 -0.334 -0.4234
C 0.562 2.458 -0.147 -0.4097
C 1.448 2.202 -1.503 -0.4166
C 1.171 0.775 -2.259 -0.4394
C 1.947 -0.518 -1.617 -0.7570
P 3.795 -0.665 -2.075 0.4510
P 3.403 -1.322 -4.116 0.6032
C 4.857 -2.423 -4.800 -0.9651
O 3.517 0.139 -5.091 -1.0127
H -5.052 1.922 1.665 0.2012
H -4.039 1.016 0.287 0.2261
H -5.880 1.403 -0.025 0.2092
H -4.427 3.253 -1.283 0.2039
H -5.452 3.995 0.115 0.1943
H -2.922 3.487 1.586 0.2009
H -3.361 5.085 0.667 0.2016
H -2.324 3.753 -1.608 0.1990
H -1.142 4.693 -0.421 0.2097
H -1.402 1.641 -1.230 0.2275
H -1.481 1.779 0.648 0.1875
H 0.944 1.820 0.779 0.2050
H 0.758 3.593 0.166 0.1925
H 2.596 2.242 -1.232 0.2335
H 1.233 3.080 -2.247 0.1911
H 0.044 0.481 -2.377 0.2025
H 1.593 0.899 -3.368 0.2099
H 1.409 -1.493 -2.047 0.2097
H 1.860 -0.526 -0.445 0.1908
H 3.792 -2.082 -1.687 -0.2048
H 5.218 -0.801 -2.362 -0.1911
H 3.884 0.732 -2.480 -0.1848
H 4.132 -0.369 -0.702 -0.2029
H 5.880 -1.839 -4.613 0.2077
H 4.770 -2.604 -5.967 0.2178
H 4.908 -3.476 -4.293 0.2258
H 2.635 0.340 -5.523 0.4793
C -0.734 -6.399 -0.097 -0.1841
C -0.344 -5.951 -1.360 -0.2125
C -0.545 -4.618 -1.724 -0.1953
C -1.137 -3.737 -0.809 0.0970
C -1.537 -4.185 0.457 -0.2088
C -1.333 -5.521 0.808 -0.2204
N -1.328 -2.329 -1.175 0.5024
O -0.978 -1.975 -2.311 -0.3425
O -1.824 -1.573 -0.327 -0.3965
H -0.570 -7.438 0.184 0.2137
H 0.121 -6.642 -2.061 0.2227
H -0.234 -4.285 -2.712 0.2607
H -2.002 -3.513 1.175 0.2455
H -1.638 -5.878 1.790 0.2173
C -0.313 0.570 3.060 -0.1733
C -1.291 1.268 3.771 -0.2177
C -1.035 1.699 5.073 -0.2098
C 0.211 1.430 5.656 0.0756
C 1.192 0.723 4.948 -0.2087
C 0.923 0.294 3.646 -0.2003
N 0.495 1.903 7.016 0.5050
O -0.405 2.509 7.617 -0.3868
O 1.620 1.674 7.484 -0.3807
H -0.515 0.240 2.042 0.2419
H -2.253 1.478 3.307 0.2243
H -1.808 2.242 5.614 0.2431
H 2.161 0.502 5.389 0.2470
H 1.679 -0.253 3.087 0.2366



[2]
15
Properties=species:S:1:pos:R:3:nbo_charge:R:1 method="wB97M-V/def2-TZVPD" lumo_ev=-0.25 homo_energy_ev=-8.57
C 1.523 0.047 -0.667 -0.2319
C 1.085 -1.097 -0.131 -0.2089
C 0.780 1.200 -0.817 -0.1956
C -0.222 -1.211 0.384 -0.2894
C -0.553 1.141 -0.377 -0.3108
C -0.942 -0.057 0.193 -0.0520
Si -3.718 -0.030 0.632 1.0531
Cl -4.168 -1.569 -0.456 -0.3568
Cl -4.711 1.633 -0.059 -0.3642
H 2.613 0.108 -0.940 0.2103
H 1.888 -1.808 -0.160 0.2207
H 1.100 2.141 -1.308 0.2228
H -0.610 -2.096 0.747 0.2256
H -1.359 1.873 -0.525 0.2311
H -4.114 -0.414 2.058 -0.1540



[3]
10
Properties=species:S:1:pos:R:3:lowdin_spin:R:1 method="wB97M-V/def2-TZVPD" spin_multiplicity=3 s_squared=2.015 lumo_ev="-3.62 / -8.73" homo_energy_ev="-11.60 / -15.37" total_charge=+1
C 2.431 0.808 0.055 0.8034
N 1.926 -0.242 0.009 0.4716
N -1.319 0.281 0.080 0.0102
N 1.043 -1.158 -0.174 0.6118
H 2.992 1.718 0.159 0.0516
H -1.177 0.313 -0.864 0.0019
H -1.375 1.155 0.543 0.0011
H -2.216 -0.150 0.180 0.0002
H 1.269 -2.164 -0.081 0.0206
H -0.001 -1.061 0.081 0.0276



[4]
11
Properties=species:S:1:pos:R:3:nbo_charge:R:1 method="wB97M-V/def2-TZVPD" lumo_ev=0.23 homo_energy_ev=-9.48
C -1.762 0.326 0.073 -0.8420
C 1.133 -0.656 0.515 -0.4033
F 2.485 -1.042 0.445 -0.3916
F 0.822 -0.182 -2.377 -0.6320
Si 0.530 0.487 -0.935 1.5025
H -1.703 -0.437 0.802 0.2031
H -1.798 1.349 0.348 0.2010
H -2.510 0.167 -0.652 0.2029
H 1.014 -0.096 1.509 0.1835
H 0.620 -1.567 0.734 0.1852
H 1.168 1.652 -0.462 -0.2095



[5]
50
Properties=species:S:1:pos:R:3:nbo_charge:R:1 method="wB97M-V/def2-TZVPD" lumo_ev=-3.27 homo_energy_ev=-10.47 total_charge=+1
Be 0.745 -0.574 0.759 1.6235
C -0.624 4.169 3.688 -0.6209
C 0.819 3.764 3.411 -0.2150
N 1.064 2.353 3.622 -0.5835
C 0.584 1.378 2.851 0.3108
S 1.117 -0.240 3.152 -0.4630
N -0.340 1.583 1.942 -0.4488
N -0.514 0.507 1.182 -0.4183
C -1.684 0.024 0.891 0.2056
C -2.955 0.705 1.273 -0.6766
C -1.609 -1.312 0.358 0.1857
C -2.707 -2.051 -0.098 -0.2224
C -2.512 -3.318 -0.602 -0.1222
C -1.226 -3.849 -0.598 -0.2451
C -0.199 -3.090 -0.073 0.0834
N -0.373 -1.858 0.385 -0.6350
H -0.717 5.250 3.627 0.2165
H -1.276 3.712 2.950 0.2243
H -0.928 3.844 4.680 0.2093
H 1.068 3.994 2.370 0.1990
H 1.505 4.306 4.065 0.2073
H 1.555 2.065 4.455 0.4159
H -2.816 1.783 1.238 0.2601
H -3.784 0.426 0.629 0.2224
H -3.203 0.432 2.300 0.2543
H -3.696 -1.626 -0.059 0.2377
H -3.339 -3.885 -0.999 0.2384
H -1.033 -4.836 -0.981 0.2414
H 0.810 -3.471 -0.018 0.2121
N 2.098 -0.580 -3.002 -0.4995
C 0.818 -0.494 -3.491 0.1025
C 0.312 -0.637 -4.774 -0.2193
C -1.054 -0.515 -4.921 -0.1885
C -1.882 -0.243 -3.828 -0.2051
C -1.383 -0.104 -2.550 -0.2242
C -0.011 -0.256 -2.368 0.1595
N 0.778 -0.236 -1.241 -0.5870
C 2.010 -0.432 -1.659 0.3695
C 3.049 -0.536 -0.683 0.0696
C 4.413 -0.542 -0.788 -0.4104
S 5.117 -0.694 0.769 0.5503
C 3.555 -0.740 1.452 -0.0840
N 2.582 -0.648 0.595 -0.6157
H 2.935 -0.740 -3.539 0.4343
H 0.960 -0.857 -5.608 0.2282
H -1.490 -0.632 -5.900 0.2306
H -2.942 -0.145 -4.005 0.2275
H -2.024 0.109 -1.711 0.2218
H 5.028 -0.446 -1.661 0.2584
H 3.397 -0.819 2.511 0.2843



[6]
23
Properties=species:S:1:pos:R:3:nbo_charge:R:1 method="wB97M-V/def2-TZVPD" lumo_ev=1.01 smiles=Cc1ccccc1.CC homo_energy_ev=-8.88
C 0.091 0.922 -2.716 -0.6240
C 0.511 2.193 -1.976 -0.6186
H -0.986 0.758 -2.768 0.2053
H 0.538 0.784 -3.696 0.2064
H 0.372 0.062 -2.108 0.2132
H 0.907 1.977 -0.981 0.2067
H -0.363 2.804 -1.790 0.2036
H 1.298 2.781 -2.442 0.2069
C -1.494 0.638 2.145 -0.6418
C 0.722 -0.427 1.921 -0.2300
C -0.630 -0.439 1.549 0.0024
C 1.634 -1.203 1.217 -0.2001
C -1.149 -1.405 0.676 -0.2315
C 1.160 -1.924 0.127 -0.2263
C -0.207 -2.169 -0.003 -0.2056
H 0.981 -0.096 2.923 0.2119
H 2.686 -1.080 1.420 0.2142
H -2.219 0.998 1.414 0.2176
H -0.961 1.513 2.501 0.2228
H -2.222 -1.302 0.580 0.2200
H 1.853 -2.529 -0.441 0.2102
H -0.353 -3.131 -0.484 0.2173
H -2.167 0.275 2.932 0.2191



[7]
36
Properties=species:S:1:pos:R:3:lowdin_spin:R:1 method="wB97M-V/def2-TZVPD" spin_multiplicity=3 s_squared=2.008 lumo_ev="2.42 / 1.80" homo_energy_ev="-4.40 / -5.34" total_charge=-1
Pt -0.787 -2.518 0.240 1.2248
Cl -0.621 -5.332 1.069 0.0839
C 0.690 -4.456 1.729 0.0379
C 0.802 -3.101 1.370 0.0768
C 1.857 -2.407 1.937 0.0205
Cl 2.078 -0.669 1.657 0.0061
C 2.839 -3.135 2.642 -0.0028
Cl 4.361 -2.374 3.069 -0.0008
C 2.818 -4.526 2.871 0.0150
Cl 3.981 -5.377 3.803 0.0048
C 1.637 -5.169 2.462 -0.0009
Cl 1.539 -6.913 2.655 0.0041
C 0.634 4.475 -2.248 0.0000
C -0.502 3.950 -1.418 0.0000
C -0.149 3.861 0.003 0.0000
C -1.038 2.676 -2.007 0.0009
N -0.314 1.532 -1.467 0.0020
C -0.944 0.639 -0.646 0.0072
N -0.161 -0.400 -0.417 0.1131
N 0.974 -0.136 -1.237 0.0071
N 0.763 0.939 -1.914 0.0038
H 0.821 5.489 -1.916 0.0000
H 0.358 4.519 -3.287 0.0000
H 1.470 3.770 -2.209 0.0000
H -1.194 4.703 -1.553 0.0000
H -0.909 4.040 0.730 0.0000
H 0.424 4.758 0.237 0.0000
H 0.472 3.041 0.301 0.0000
H -1.010 2.723 -3.087 0.0002
H -2.054 2.443 -1.837 0.0001
H -1.813 0.858 -0.101 -0.0003
O -4.691 -2.382 -0.408 0.0074
S -3.526 -1.573 -0.382 0.0132
O -3.715 -0.223 -0.889 0.0074
O -2.403 -2.240 -1.220 0.0818
S -2.687 -1.483 1.466 0.2867



[8]
12
Properties=species:S:1:pos:R:3:nbo_charge:R:1 method="wB97M-V/def2-TZVPD" lumo_ev=1.01 smiles="NC=O.NC=O" homo_energy_ev=-9.86
C -0.987 -0.668 -0.950 0.5450
N -0.711 -1.384 -2.060 -0.8115
O -1.184 0.530 -0.971 -0.6546
H -1.038 -1.284 -0.047 0.1396
H -0.584 -0.857 -2.907 0.3949
H -0.308 -2.302 -2.016 0.3986
C 1.133 0.477 1.711 0.5288
N 0.459 1.547 1.246 -0.8234
O 0.998 -0.651 1.290 -0.6397
H 1.829 0.729 2.526 0.0999
H 0.627 2.443 1.660 0.3880
H -0.236 1.419 0.518 0.4345



no.,calculated total energy (hartree)
1,-2028.47057
2,-1442.08730
3,-205.45648
4,-568.98796
5,-1968.50441
6,-351.28774
7,-4086.56167
8,-339.83013